Formula: C17H18N3OS2
Source: the OMol25 dataset
Level of theory: the ωB97M-V functional and the def2-TZVPD basis

Summary:
E_HOMO   -3.556 eV
Charge   -1
ΔE to the lowest compared entry with this formula, charge and spin   0.00 kcal/mol
Orbital gap   6.287 eV
LUMO level   2.731 eV

Each line ends with the Mulliken charge.
Element x y z (Å)
N: -0.936 2.112 2.876  -0.774
H: 4.761 0.371 -4.095  0.355
C: -4.185 0.311 0.952  -0.670
H: 3.604 -1.248 -2.565  0.406
H: -1.923 -2.842 1.176  0.346
C: 3.164 0.529 -0.503  -0.415
H: -0.083 -1.628 0.469  0.747
N: 2.372 0.229 -1.707  0.246
C: -2.822 0.389 0.674  -0.499
C: 1.214 -0.489 -1.451  0.146
H: 3.506 -0.426 -0.049  0.299
H: 3.714 1.673 -3.518  0.287
H: 5.901 1.708 -2.295  0.314
C: 0.115 -0.036 1.927  0.012
H: -4.359 -3.028 1.703  0.383
H: -7.731 -0.200 2.428  0.239
H: -7.038 0.553 0.956  0.314
S: 0.918 -2.055 -1.922  -0.319
H: 2.512 1.034 0.225  0.275
S: -0.039 0.473 -0.671  -0.224
C: -6.815 0.144 1.951  -0.825
H: 4.033 2.453 -0.904  0.363
C: -0.498 -0.635 0.687  -0.037
C: 1.396 -0.379 2.362  0.068
C: -2.016 -0.730 0.810  0.308
N: 2.476 -0.662 2.734  -0.790
C: -4.736 -0.921 1.390  0.864
H: -4.806 1.208 0.887  0.305
C: 4.212 0.736 -3.221  -0.757
H: 5.029 1.390 0.080  0.347
C: 5.141 0.966 -2.038  -0.681
H: 2.455 -0.454 -3.670  0.539
H: -2.409 1.353 0.362  0.275
H: 5.650 0.023 -1.805  0.299
C: 4.375 1.415 -0.801  -0.841
C: 3.149 -0.282 -2.838  -0.877
C: -2.576 -1.970 1.134  -0.510
H: -6.334 0.913 2.572  0.350
C: -3.922 -2.076 1.415  -0.674
O: -6.012 -1.052 1.846  -0.448
C: -0.458 1.131 2.437  0.253

Formula: C17H18N4O4S
Source: the OMol25 dataset
Level of theory: the ωB97M-V functional and the def2-TZVPD basis

Summary:
E_HOMO   -8.503 eV
ΔE to the lowest compared entry with this formula, charge and spin   0.00 kcal/mol
Orbital gap   8.846 eV
LUMO level   0.343 eV

Each line ends with the Mulliken charge.
Element x y z (Å)
O: -4.887 1.169 -0.668  -0.587
H: 1.765 -3.113 -0.046  0.368
C: -3.832 1.169 -0.102  0.520
H: -0.966 -3.052 1.320  0.405
C: -1.067 -0.500 0.996  0.005
H: -1.954 1.628 -0.010  0.477
H: -1.650 -0.896 -1.909  0.547
C: 1.026 1.069 -2.519  -0.541
C: 1.108 -0.418 1.018  0.719
C: 0.049 -2.951 -1.358  -1.256
H: -3.117 1.033 1.955  0.376
H: 2.502 -1.884 -1.817  0.446
H: 0.397 -3.639 -2.132  0.447
C: 0.570 0.849 0.852  0.368
H: -4.608 0.103 1.596  0.388
C: -3.635 0.416 1.221  -0.583
N: 0.027 -1.274 1.106  0.056
H: 0.615 -4.441 0.093  0.469
C: 0.066 -2.711 1.196  -0.932
H: 1.479 3.986 0.332  0.410
S: -2.684 -1.130 1.035  -0.110
H: 0.066 3.515 1.314  0.314
C: 0.688 3.250 0.460  -1.074
N: -0.781 0.792 0.857  -0.363
H: 1.277 2.081 -2.797  0.457
C: 1.712 -1.161 -1.960  0.099
O: 3.135 -1.670 1.193  -0.665
H: -1.035 -3.061 -1.278  0.327
N: 3.190 0.580 0.872  0.020
H: 3.064 0.420 -2.449  0.458
C: -0.612 -0.608 -2.011  -0.181
H: 4.203 0.522 0.861  0.259
N: 1.319 1.968 0.689  0.098
O: 3.427 2.797 0.489  -0.668
C: 2.525 -0.633 1.045  -0.286
C: -0.298 0.691 -2.374  -0.796
C: 2.695 1.854 0.665  0.459
C: 0.704 -3.361 -0.034  -0.530
C: 2.029 0.135 -2.321  -0.698
H: 0.070 3.204 -0.437  0.303
H: 0.647 -2.985 2.082  0.333
C: 0.386 -1.546 -1.782  0.120
O: -2.777 1.830 -0.541  -0.494
H: -1.092 1.404 -2.541  0.516